Record 1
C6H6BrNO4 | ωB97M-V with the def2-TZVPD basis set

Each line ends with the Löwdin spin population.
Element x y z (Å)
Br 2.965 -0.110 -0.794  0.15
O 1.165 -2.669 1.010  0.02
O -1.010 -0.421 1.249  0.16
O -1.220 -0.655 -2.200  0.02
O 0.933 2.018 0.902  0.76
N 0.137 -1.641 -0.789  0.01
C 0.869 -1.612 0.407  0.01
C -0.634 -0.675 -1.155  0.02
C -1.416 1.614 -0.540  0.02
C 0.641 0.935 0.664  0.48
C 1.614 -0.251 0.668  0.18
C -0.561 0.481 -0.025  0.16
H 2.212 -0.243 1.558  0.01
H -1.583 2.244 0.309  0.00
H -0.791 2.153 -1.159  0.00
H -0.013 -2.614 -1.176  0.00
H -2.384 1.261 -0.863  0.00
H -0.925 0.185 1.936  0.01

The calculation puts the HOMO-LUMO gap (spin up / spin down) at 7.0 / 6.6 eV. Its expectation value of S² is 2.010. The spin multiplicity is 3. The LUMO energy (spin up / spin down) is -0.16 / -3.96 eV.

=====

Record 2
C12H24O24S6 | ωB97M-V with the def2-TZVPD basis set

Each line ends with the Mulliken charge.
Element x y z (Å)
S 0.504 4.314 -1.191  1.04
S -0.036 -1.978 2.353  0.85
S -1.127 -3.790 -2.762  1.05
S 1.280 2.598 6.636  1.07
S -5.296 -5.717 0.950  1.01
S 3.077 0.231 -3.031  1.03
O 1.090 -2.515 1.229  -0.36
O -5.188 -7.121 1.345  -0.53
O 0.215 -0.360 1.915  -0.30
O 1.230 5.518 -0.442  -0.33
O 4.075 1.531 -3.520  -0.37
O -0.256 3.109 6.285  -0.32
O 2.541 0.460 -1.678  -0.34
O -1.387 -2.417 1.973  -0.44
O 1.251 1.485 5.384  -0.27
O -5.187 -4.619 2.173  -0.36
O 0.267 -2.178 3.746  -0.54
O -1.328 -4.328 -1.405  -0.47
O 1.096 3.971 -2.443  -0.50
O 2.252 3.610 6.364  -0.52
O 3.517 -1.129 -3.435  -0.59
O -0.217 -4.743 -3.781  -0.37
O 1.898 0.726 -4.072  -0.26
O 0.036 -2.701 -2.712  -0.16
O -2.279 -3.180 -3.440  -0.58
O -0.896 5.223 -1.384  -0.38
O 0.310 3.172 -0.276  -0.43
O -6.427 -5.383 0.062  -0.54
O -3.856 -5.095 0.403  -0.25
O 1.216 1.912 7.951  -0.53
C 1.488 -0.229 1.356  -0.18
C 1.295 -3.244 -2.968  -0.12
C 3.529 2.363 -4.506  -0.20
C -0.881 6.527 -0.868  -0.18
C -3.920 -3.671 0.416  0.25
C 1.494 -1.445 0.407  -0.18
C 0.303 6.406 0.180  -0.29
C 1.109 -4.755 -3.331  -0.32
C 2.305 1.595 -5.042  -0.40
C -4.810 -3.335 1.705  -0.23
C -0.568 2.737 4.978  -0.28
C 0.540 1.984 4.343  0.17
H 1.447 2.225 -5.276  0.26
H -0.839 3.621 4.400  0.25
H 1.798 -2.656 -3.735  0.28
H 1.461 0.739 0.854  0.31
H 2.676 0.953 -5.841  0.33
H -1.360 2.038 5.246  0.30
H 1.133 -5.375 -2.435  0.26
H -4.400 -3.237 -0.461  0.22
H 2.516 -1.622 0.073  0.40
H 0.934 7.280 0.345  0.26
H 3.415 3.379 -4.128  0.26
H 4.282 2.323 -5.293  0.27
H 0.040 5.795 1.043  0.24
H -1.906 6.566 -0.499  0.28
H 2.348 -0.142 2.020  0.22
H -2.915 -3.266 0.532  -0.04
H -4.253 -2.791 2.468  0.22
H -5.749 -2.791 1.600  0.29
H 0.789 -1.302 -0.412  0.19
H 1.678 -5.198 -4.149  0.30
H 1.928 -3.023 -2.109  0.16
H -0.617 7.262 -1.628  0.25
H 0.085 1.155 3.801  -0.08
H 1.249 2.527 3.718  0.21

The calculation puts the HOMO-LUMO gap at 10.4 eV. The SMILES is O=S1(=O)OCCO1.O=S1(=O)OCCO1.O=S1(=O)OCCO1.O=S1(=O)OCCO1.O=S1(=O)OCCO1.O=S1(=O)OCCO1. The energy relative to the best compared isomer or geometry (same formula, charge and spin) comes out at 411.25 kJ/mol. The spin multiplicity is 1. The LUMO energy is -0.10 eV.

=====

Record 3
C14H24AuBF2N5O7P2 | ωB97M-V with the def2-TZVPD basis set

Each line ends with the Mulliken charge.
Element x y z (Å)
Au -0.160 0.371 0.074  0.79
P 1.594 2.605 1.962  0.42
P -1.218 3.126 1.460  0.37
F 0.173 -1.933 -1.953  -0.14
F -0.651 -2.674 -0.062  -0.16
O 1.486 2.135 0.551  -0.60
O -1.258 3.808 0.167  -0.81
O 0.100 -0.811 2.141  -0.59
O -2.453 3.557 2.430  -0.58
O 2.814 3.667 2.061  -0.56
O 1.708 1.602 3.075  -0.82
O -1.226 1.596 1.540  -0.41
N 2.502 3.901 -1.411  -0.35
N -0.234 1.322 -1.839  -0.68
N -0.105 3.101 3.911  -0.11
N 0.302 3.664 -2.122  -0.58
N 1.110 5.733 -1.696  -0.37
C -2.619 0.337 5.134  -1.80
C 1.917 -1.661 3.908  -1.57
C 0.702 -0.764 8.652  -1.54
C 0.099 2.442 -1.945  0.92
C 0.372 5.153 2.588  -1.76
C -0.324 -0.627 4.478  0.87
C -0.876 -0.209 6.788  -0.73
C -0.646 -0.553 3.074  -0.17
C 0.932 -1.142 4.888  0.96
C 0.360 -0.703 7.204  0.66
C 1.305 4.415 -1.709  0.79
C 1.241 -1.166 6.240  -1.00
C -1.249 -0.184 5.454  1.11
C 0.167 3.661 2.561  1.13
B -0.255 -1.631 -0.754  0.33
H 2.189 -1.580 6.548  0.32
H 0.582 0.212 9.116  0.37
H 1.839 6.373 -1.430  0.21
H -3.207 3.731 1.868  0.36
H 0.192 6.084 -1.918  0.24
H 1.483 -2.450 3.295  0.33
H -1.575 0.148 7.530  0.52
H 3.612 3.199 2.313  0.38
H 1.721 -1.105 8.795  0.37
H 0.551 5.496 1.574  0.28
H -1.670 -0.212 2.852  0.17
H 3.212 4.482 -0.994  0.26
H 0.107 3.756 4.667  0.36
H 2.804 -2.040 4.411  0.43
H -3.310 0.032 5.917  0.49
H -1.071 2.771 3.976  0.19
H -3.006 -0.028 4.187  0.41
H 2.204 -0.856 3.229  0.22
H 0.616 2.260 3.898  0.34
H 1.230 5.425 3.201  0.50
H -2.623 1.428 5.106  0.25
H -0.519 5.659 2.959  0.49
H 0.034 -1.453 9.166  0.34
H 2.540 2.915 -1.191  0.14

The calculation puts the HOMO-LUMO gap at 6.7 eV. The spin multiplicity is 1. Its total charge is +1. The LUMO energy is -5.06 eV.

=====

Record 4
C3H2FO2Sn | ωB97M-V with the def2-TZVPD basis set

Each line ends with the Mulliken charge.
Element x y z (Å)
Sn -2.036 -0.218 0.538  1.12
F 2.114 -0.310 0.549  -0.20
O -0.272 -0.477 1.043  -0.44
O -0.775 0.041 -1.267  -0.68
C 0.609 -0.309 0.173  0.82
C 1.081 0.909 -0.434  -0.33
C 0.086 1.120 -1.461  0.01
H 1.507 1.757 0.101  0.38
H 0.513 1.109 -2.476  0.30

The calculation puts the HOMO-LUMO gap (spin up / spin down) at 6.7 / 7.4 eV. The energy relative to the best compared isomer or geometry (same formula, charge and spin) comes out at 293.12 kJ/mol. The spin multiplicity is 1. Its total charge is +1. The LUMO energy (spin up / spin down) is -7.28 / -6.88 eV.

=====

Record 5
C4H6BrNS | ωB97M-V with the def2-TZVPD basis set

Each line ends with the Mulliken charge.
Element x y z (Å)
Br 0.094 2.945 -0.694  -0.10
S 1.563 0.210 0.657  -0.16
N -0.189 0.276 -1.337  -0.44
C -1.424 0.822 1.285  -0.81
C 1.234 -1.251 -0.171  -0.48
C 0.207 -0.932 -1.293  -0.10
C 0.193 1.097 -0.218  0.15
H 2.015 -1.813 -0.640  0.41
H -1.629 1.809 1.503  0.37
H -0.826 0.289 2.009  0.30
H 0.724 -2.018 0.396  0.27
H 0.197 -1.685 -2.180  0.31
H -2.159 0.251 0.684  0.26

The calculation puts the HOMO-LUMO gap at 8.3 eV. The energy relative to the best compared isomer or geometry (same formula, charge and spin) comes out at 327.42 kJ/mol. The spin multiplicity is 1. The LUMO energy is 0.25 eV.

=====

Record 6
C36H82F21N8O14P2 | ωB97M-V with the def2-TZVPD basis set

Each line ends with the Mulliken charge.
Element x y z (Å)
P -4.637 32.857 -18.198  1.14
P -7.579 23.715 -21.369  1.15
F 2.213 28.108 -10.329  -0.29
F -8.071 26.316 -6.168  -0.27
F -8.786 24.106 -22.435  -0.36
F -7.114 25.218 -21.064  -0.34
F -6.455 23.599 -22.573  -0.36
F -4.186 32.756 -16.608  -0.36
F -3.207 32.421 -18.732  -0.34
F -8.268 24.391 -7.160  -0.28
F -6.177 33.180 -17.890  -0.34
F -6.401 23.337 -20.332  -0.37
F -8.704 23.714 -20.153  -0.38
F -4.220 34.418 -18.369  -0.35
F -10.713 34.321 -6.731  -0.28
F -8.075 22.200 -21.602  -0.35
F -5.084 31.276 -18.166  -0.38
F 1.868 29.960 -11.360  -0.29
F -8.892 33.570 -7.574  -0.27
F 0.311 29.019 -10.604  -0.29
F -4.850 32.988 -19.782  -0.36
F -6.425 24.954 -6.015  -0.29
F -9.799 32.534 -5.932  -0.28
O 0.297 26.875 -12.331  -0.17
O 1.694 25.030 -19.389  -0.42
O -0.426 27.133 -5.549  -0.39
O -6.688 29.472 -12.799  -0.49
O -8.621 25.332 -3.618  -0.26
O -9.495 23.547 -4.550  -0.84
O -2.714 20.419 -16.783  -0.36
O -13.951 28.944 -17.673  -0.42
O 0.627 28.594 -13.721  -0.89
O -8.694 36.080 -5.985  -0.87
O -5.062 36.495 -11.362  -0.41
O -4.144 17.016 -11.572  -0.47
O -7.199 34.381 -5.675  -0.21
O -10.591 21.708 -14.568  -0.44
N -5.335 15.604 -9.962  -0.17
N 0.817 25.258 -4.510  -0.13
N 0.787 27.228 -19.707  -0.11
N -4.695 28.391 -13.449  -0.10
N -12.618 20.324 -14.970  -0.13
N -6.154 38.327 -10.279  -0.23
N -3.073 18.580 -18.152  -0.16
N -12.900 30.184 -19.395  -0.15
C -11.609 29.485 -19.879  -0.77
C -5.229 33.060 -5.032  -1.28
C 1.432 28.754 -11.191  0.81
C -6.757 33.150 -5.055  -0.14
C -8.657 34.736 -5.556  -0.22
C -0.391 24.858 -11.525  -1.26
C -4.993 29.371 -11.075  -1.05
C -2.231 19.429 -17.139  0.49
C -4.730 38.662 -9.786  -0.75
C -8.153 27.089 -1.997  -1.31
C -12.765 22.640 -13.866  -1.02
C 1.211 27.975 -12.536  -0.24
C 0.542 26.715 -4.884  0.51
C -5.053 16.953 -10.706  0.60
C -13.134 29.811 -17.923  0.40
C 1.741 27.593 -4.622  -1.05
C -5.432 27.014 -13.726  -0.72
C -4.508 18.346 -17.657  -0.83
C 1.914 26.220 -19.536  0.56
C -5.866 18.147 -10.268  -1.04
C -12.159 19.990 -16.430  -0.82
C -0.417 24.367 -4.550  -0.85
C -6.070 37.185 -11.332  0.67
C 0.855 25.609 -11.842  -0.10
C -12.435 30.637 -16.857  -0.80
C -7.613 26.200 -3.076  -0.05
C -11.840 21.579 -14.483  0.57
C -7.204 37.215 -12.316  -1.03
C -4.784 14.340 -10.571  -0.79
C -5.528 29.093 -12.472  0.50
C -9.522 33.742 -6.417  0.82
C -8.342 24.310 -4.642  -0.08
C -7.809 24.977 -6.017  0.82
C 3.259 26.827 -19.742  -1.16
C -0.804 18.973 -16.832  -1.02
C -0.491 26.645 -20.422  -0.77
H -12.795 19.244 -16.906  0.36
H -5.057 18.346 -18.599  0.39
H -12.271 23.611 -13.872  0.32
H -1.099 26.265 -19.601  0.31
H -11.924 30.003 -16.133  0.31
H -3.985 14.553 -11.281  0.30
H -4.862 19.221 -17.112  0.36
H 1.440 28.592 -4.937  0.31
H -5.502 19.060 -10.741  0.31
H -8.480 26.458 -1.170  0.31
H -9.120 27.509 -2.275  0.35
H -4.803 26.533 -14.475  0.37
H -4.508 37.804 -9.152  0.33
H -5.341 26.447 -12.800  0.34
H -5.013 15.713 -9.011  0.40
H -1.129 25.358 -10.899  0.28
H -6.977 37.283 -13.380  0.34
H -7.105 32.197 -5.453  0.26
H -0.023 23.454 -4.102  0.38
H -4.375 13.818 -9.706  0.36
H -11.094 19.763 -16.468  0.34
H -7.027 33.089 -4.001  0.24
H -4.887 32.290 -4.341  0.40
H -12.935 22.404 -12.815  0.34
H -4.090 38.681 -10.669  0.34
H -4.699 29.015 -14.244  0.39
H -6.585 39.119 -10.735  0.40
H -4.263 30.177 -11.002  0.36
H -0.893 24.492 -12.420  0.25
H 3.477 27.520 -18.929  0.38
H -8.860 34.806 -4.487  0.25
H -11.609 31.057 -17.431  0.31
H 2.145 27.440 -12.713  0.24
H 4.011 26.039 -19.712  0.32
H 1.466 25.013 -12.520  0.27
H -13.005 31.461 -16.428  0.32
H 1.462 25.745 -10.947  0.26
H -5.591 13.776 -11.039  0.32
H 1.842 27.552 -3.538  0.38
H -7.848 36.339 -12.251  0.30
H -12.429 19.469 -14.467  0.35
H -7.231 26.842 -3.871  0.24
H -5.915 18.004 -9.189  0.38
H -6.342 15.538 -9.926  0.40
H -7.558 23.759 -4.121  0.14
H -13.757 29.981 -19.889  0.36
H 2.688 27.261 -5.047  0.37
H -0.485 19.637 -16.029  0.32
H -6.823 25.644 -2.572  0.23
H -6.768 37.937 -9.578  0.36
H -5.811 29.895 -10.580  0.38
H -0.874 17.932 -16.518  0.40
H -3.709 28.440 -13.232  0.34
H -7.886 38.051 -12.160  0.33
H -3.109 19.115 -19.008  0.39
H -11.425 29.828 -20.897  0.35
H -7.481 27.880 -1.667  0.35
H -1.222 24.809 -3.962  0.36
H -4.667 33.885 -4.595  0.33
H -4.743 32.832 -5.981  0.28
H -13.601 20.554 -14.926  0.36
H -12.785 31.187 -19.433  0.39
H -13.686 22.748 -14.439  0.40
H 1.162 27.890 -20.371  0.39
H 3.377 27.362 -20.685  0.39
H -1.152 27.442 -20.760  0.39
H -6.894 18.027 -10.611  0.34
H 1.561 24.895 -5.089  0.37
H -0.121 23.920 -11.040  0.42
H 1.054 25.232 -3.528  0.41
H -12.294 20.870 -17.060  0.38
H 0.598 27.616 -18.794  0.39
H -11.774 28.413 -19.767  0.38
H -10.733 29.618 -19.244  0.33
H -0.206 19.240 -17.704  0.35
H -2.605 17.704 -18.335  0.36
H -4.674 17.380 -17.180  0.30
H -6.391 27.171 -14.220  0.32
H -4.677 28.480 -10.533  0.33
H -4.725 39.632 -9.289  0.34
H -0.146 25.965 -21.201  0.32
H -0.758 24.254 -5.579  0.32

The calculation puts the HOMO-LUMO gap at 0.8 eV. The spin multiplicity is 1. Its total charge is +3. The LUMO energy is -6.91 eV.

=====

Record 7
C29H25N5O2 | ωB97M-V with the def2-TZVPD basis set

Each line ends with the Mulliken charge.
Element x y z (Å)
O -4.060 1.111 -0.987  -0.70
O 0.327 3.325 -1.219  -0.70
N 2.053 2.667 0.122  0.16
N -4.631 0.562 1.133  -0.11
N -1.848 -0.337 2.838  -0.68
N 1.948 0.658 1.336  -0.40
N 0.419 -0.951 0.807  0.73
C 0.049 1.325 0.029  0.46
C 1.080 -1.841 1.748  -1.52
C 0.154 -0.053 -4.125  -0.47
C 2.084 -2.733 1.065  0.63
C -7.275 -1.546 0.205  -0.78
C 2.753 3.777 -0.231  -0.23
C -1.131 -0.212 -3.636  -0.82
C 0.740 2.484 -0.445  0.25
C -6.058 0.516 0.895  -0.74
C 1.035 -0.912 -2.067  0.03
C 1.825 -4.081 0.859  -0.28
C 2.532 1.795 1.076  0.19
C -6.602 -0.866 1.112  0.00
C 3.933 4.091 0.357  -0.72
C -1.334 -0.711 -2.361  -0.67
C 4.184 -2.988 -0.085  -0.74
C 2.737 -4.878 0.188  -0.67
C 4.440 3.248 1.372  -0.30
C 3.274 -2.194 0.588  -0.16
C -3.738 0.829 0.150  0.20
C 3.752 2.131 1.724  -0.84
C -0.252 -1.053 -1.561  0.57
C -1.353 1.303 -0.220  -0.17
C -0.453 -1.582 -0.163  -0.97
C 3.916 -4.332 -0.289  -0.44
C 1.237 -0.411 -3.340  -0.86
C -2.027 0.145 1.807  0.02
C 0.784 0.341 0.736  -0.03
C -2.311 0.746 0.574  0.76
H 5.370 3.499 1.859  0.42
H 1.883 -1.194 -1.458  0.36
H -7.653 -2.536 0.398  0.27
H -1.700 1.891 -1.061  0.49
H -2.341 -0.819 -1.988  0.50
H -4.299 0.302 2.050  0.21
H 0.312 0.349 -5.114  0.40
H 5.106 -2.560 -0.451  0.42
H -1.508 -1.484 0.124  0.38
H -6.396 -1.293 2.086  0.27
H 2.526 -5.926 0.036  0.39
H 3.476 -1.146 0.757  0.40
H -6.217 0.839 -0.136  0.38
H 2.242 -0.300 -3.719  0.43
H 1.575 -1.214 2.490  0.56
H 4.626 -4.952 -0.816  0.40
H -7.482 -1.135 -0.769  0.25
H 2.277 4.373 -0.997  0.46
H -6.557 1.220 1.575  0.31
H -1.981 0.064 -4.240  0.43
H 4.470 4.975 0.057  0.42
H 4.097 1.451 2.485  0.47
H 0.306 -2.438 2.239  0.41
H -0.205 -2.649 -0.154  0.59
H 0.909 -4.516 1.236  0.42

The calculation puts the HOMO-LUMO gap at 7.6 eV. The SMILES is C=CCNC(=O)/C(C#N)=C/c1c(N(Cc2ccccc2)Cc2ccccc2)nc2ccccn2c1=O. The energy relative to the best compared isomer or geometry (same formula, charge and spin) comes out at 13.57 kJ/mol. The spin multiplicity is 1. The LUMO energy is -0.50 eV.

=====

Record 8
C3H2MnO4 | ωB97M-V with the def2-TZVPD basis set

Each line ends with the Löwdin spin population.
Element x y z (Å)
Mn -3.796 2.043 1.861  5.67
O -0.505 1.999 1.950  0.04
O 3.713 -1.204 0.653  0.00
O -2.207 1.234 0.740  0.18
O 0.660 -0.105 0.840  0.01
C 1.730 -0.064 1.484  0.00
C 3.018 -0.257 0.723  0.00
C -1.089 1.425 1.105  0.09
H 1.781 -0.294 2.568  0.00
H 3.142 0.867 1.270  0.00

The calculation puts the HOMO-LUMO gap (spin up / spin down) at 7.3 / 7.1 eV. Its expectation value of S² is 12.002. The spin multiplicity is 7. Its total charge is +1. The LUMO energy (spin up / spin down) is -5.45 / -5.79 eV.

=====

| no. | maximum force (eV Å⁻¹) | DFT total energy (Ha) |
| --- | --- | --- |
| 1 | 9.66 | -3161.7802 |
| 2 | 4.47 | -4666.2374 |
| 3 | 2.40 | -2391.4228 |
| 4 | 7.84 | -579.6275 |
| 5 | 4.58 | -3182.8456 |
| 6 | 6.39 | -5690.8384 |
| 7 | 1.28 | -1544.3685 |
| 8 | 6.89 | -1567.0031 |